Entry 1:
Here is a structure of composition C27H44BrClFI3NO4PS at a distorted geometry from the OMol25 dataset. Energies are from wB97M-V/def2-TZVPD.

Calculated values
charge = 0
HOMO energy = -8.486 eV
LUMO level = -1.864 eV

XYZ file:
```
84
Properties=species:S:1:pos:R:3:forces:R:3:lowdin_charge:R:1
I 1.433090 0.182932 1.513055 -0.5246 -0.0071 -0.4149 1.004
I -1.341388 -1.212438 -5.979143 0.2405 -0.7238 0.7501 0.799
I 2.411835 -1.095716 -2.824363 -0.9300 0.1687 0.1668 0.928
Br 1.349533 2.578189 -2.705210 0.0972 -0.0405 1.2259 0.643
Cl -2.149725 1.973626 -2.404424 -0.1367 -1.5116 0.0468 0.544
S -2.504381 2.353831 1.102594 -0.5725 -0.2798 0.3176 0.185
P -0.647812 2.624121 0.693350 -1.3560 1.2211 0.2149 0.314
F -2.139961 -5.907387 -1.544524 -0.2864 2.6478 1.8592 -0.132
O -1.777795 -0.680050 0.159204 0.4091 -0.1289 -0.8802 -0.116
O 4.509087 4.151020 3.101770 0.6774 0.1662 0.0368 0.080
O -0.175109 0.472323 -1.177335 0.4466 -0.3326 2.0432 -0.288
O 9.670561 5.400056 3.363592 -0.8471 -0.2087 -0.0454 0.104
N 0.409516 -2.629569 -1.218384 -1.7932 0.1430 0.7915 -0.023
C 5.696750 4.437852 3.162564 -0.7752 -0.1797 -0.0009 -0.388
C -2.920001 -3.399387 -1.457198 -0.4381 -1.8110 -0.5941 -0.149
C 0.236571 -1.283518 -3.303661 -1.3166 1.0853 -0.9288 -0.593
C 8.037712 3.786110 2.833353 -0.3605 -0.3304 -0.1102 0.025
C 6.141935 5.764967 3.632009 0.3371 0.3020 0.0981 0.024
C -1.853914 -1.011859 2.616473 0.4892 -1.2186 0.9266 -0.277
C 0.325070 1.227086 -0.122562 2.6360 1.4722 -1.6525 -0.900
C 8.482898 5.113225 3.302798 0.9741 0.2453 0.0545 -0.382
C 7.439191 6.080033 3.696711 -0.4779 0.1185 0.0603 0.024
C -3.705473 -2.855412 3.531239 1.0818 -0.5206 0.3824 -0.119
C 6.740457 3.471043 2.768651 0.4492 -0.1028 -0.0650 0.019
C -4.853188 -0.733034 -2.809631 -0.9839 -0.4591 0.8901 -0.118
C -1.218075 -0.511479 -1.094499 -1.5836 -0.2375 -3.0975 -0.382
C -1.574066 -1.690590 1.102955 0.5316 -1.8117 4.3576 -0.209
C -3.380799 -1.279843 3.159627 -0.7733 0.3860 0.3473 -0.359
C 0.165821 -2.190151 -4.641026 2.1233 -0.1405 -0.7031 -0.705
C 1.530506 -2.115118 -5.613809 -1.2992 -0.7141 -1.4957 -0.325
C -0.656552 -1.813698 -1.983281 1.6996 -1.0958 0.5286 -0.328
C 1.635240 2.043906 -0.809495 1.2683 -0.9729 1.7963 -0.769
C -3.933087 -0.017596 -1.607327 -2.1774 0.4913 -1.0855 -0.247
C -2.463254 -4.780554 -0.627483 -2.1031 0.6530 0.4974 -0.145
C -1.761118 -2.889192 -2.457254 -0.5184 -0.6777 -1.3364 -0.147
C -4.573171 -0.776609 2.154454 -0.2714 -0.2597 0.8850 -0.110
C -2.415841 0.124239 -2.088192 -0.6452 0.0103 -0.7170 -0.438
C -0.848843 -1.768952 3.719171 0.3564 0.6210 0.5588 -0.133
C 3.729916 3.600485 -0.327454 0.4129 -0.0589 1.3004 -0.118
C 2.135595 3.313549 0.088643 1.5230 0.7443 -1.2959 -0.343
H -1.551673 0.118997 2.659637 -0.9979 -2.1726 -0.4566 0.081
H 3.873880 4.650163 -0.824974 -0.3277 -2.2346 0.6710 0.085
H 6.397893 2.501576 2.427182 -0.0250 0.0332 0.0125 0.123
H 5.363728 6.462074 3.917814 -0.0072 -0.0434 -0.0166 0.123
H -4.200220 -0.593002 -0.640598 1.2330 1.0583 -1.5436 0.070
H -3.814827 -3.789973 -2.149008 1.9940 0.8918 1.4536 0.136
H -0.433744 -2.795595 3.322077 -0.9178 1.9216 0.8698 0.083
H -5.574104 0.051253 -3.339353 1.9092 -1.7171 0.8887 0.089
H 2.362702 -2.869236 -5.294919 -1.5072 1.7527 -0.2772 0.060
H -2.325974 -2.560398 -3.457226 1.4565 -0.4247 2.2246 0.077
H -3.413417 -2.611588 -0.752465 1.2570 -1.4822 -1.1650 0.092
H -1.644254 -4.568910 0.181495 -1.1166 -0.8100 -1.9264 0.105
H -0.017125 -3.463255 -0.761088 0.2433 0.9841 -0.5122 0.064
H -0.007803 -3.334358 -4.523553 -0.1966 2.2941 0.0175 0.100
H -0.503990 -2.176908 1.234265 -2.0232 1.3476 -0.9194 0.086
H 1.550335 4.277380 -0.237485 0.9837 -1.9752 0.9308 0.094
H 2.137450 3.151775 1.246189 -0.3044 0.1064 -2.3458 0.070
H -5.610176 -0.874173 2.736446 2.2464 0.2200 -1.2340 0.095
H -3.472253 -0.679491 4.187533 0.1758 -1.1712 -2.2856 0.145
H 4.357211 3.632295 0.685748 -1.3899 -0.0545 -2.2064 0.058
H 0.832087 -2.073093 -0.449977 -0.2924 -0.3567 -0.8538 -0.001
H -4.809911 -3.175384 3.308043 2.0784 0.8542 0.5323 0.081
H 8.815919 3.089002 2.547548 0.0059 0.0445 0.0171 0.124
H -4.215583 -1.366383 -3.557737 -1.2126 1.4425 1.2128 0.053
H -1.388443 -1.922411 4.773062 1.0918 0.1853 -2.4635 0.086
H -1.163726 -3.875378 -2.775574 -1.2200 2.2376 0.7434 0.137
H -4.420915 1.066776 -1.490213 1.4042 -2.4303 -0.0107 0.108
H -3.442380 -3.035830 4.679403 -0.7953 0.2614 -2.5202 0.084
H -4.633440 -1.542024 1.270877 0.1396 1.6533 1.3581 0.068
H 1.886118 -1.022409 -5.820243 -0.5327 -2.1610 0.7097 0.063
H 7.781755 7.049501 4.038180 0.0246 -0.0473 -0.0178 0.124
H 0.086714 -1.070701 3.968830 -2.0036 -1.5926 -0.7150 0.039
H -3.449135 -5.110580 -0.041925 2.2687 0.4663 -1.2500 0.132
H 0.010093 3.077540 1.926503 0.0979 -0.6602 -1.4353 0.008
H -3.007821 -3.621618 2.938434 -1.4585 1.6997 1.1356 0.079
H 4.188525 2.716173 -0.953950 -1.0353 1.9515 0.9748 0.083
H 1.134108 -2.517289 -6.667773 0.9264 0.8086 2.2425 0.056
H -0.113301 -0.196329 -3.656491 1.0519 -2.3066 1.0761 0.057
H -5.592246 -1.506361 -2.279622 1.5571 1.6145 -1.1687 0.081
H -2.319773 -2.624385 1.124534 1.3176 2.1465 -0.8196 0.112
H -0.587289 3.778254 -0.215716 0.5684 -1.2065 0.5928 0.011
H -2.346252 -0.311518 -3.197729 0.1006 0.8789 2.6482 0.057
H 2.542187 1.266480 -0.819471 -2.2337 1.6891 -0.2638 0.023
H -4.448660 0.342901 1.827330 -0.1174 -2.3489 0.3826 0.051
```
Forces are in eV/Å.

Entry 2:
Here is a cluster of 5 separate species, C16H44O11P2S in total at a distorted geometry from the OMol25 dataset. Energies are from wB97M-V/def2-TZVPD.

Calculated values
charge = 0
HOMO energy = -8.829 eV
LUMO level = 0.511 eV

XYZ file:
```
74
Properties=species:S:1:pos:R:3:forces:R:3:lowdin_charge:R:1
S -8.733572 -0.513268 24.681641 0.0685 0.4527 -0.3587 0.786
P -2.495795 -0.906024 18.388215 1.1347 -1.6342 -0.7748 0.315
P -8.532418 -5.252879 18.350026 3.2827 0.7741 1.4097 0.278
O -9.061679 -1.246091 25.926221 -0.0773 -0.4874 -0.0225 -0.554
O -2.764447 -1.500123 19.821888 -1.3318 -1.1604 0.8021 -0.182
O -8.269407 -4.537843 19.612855 -0.0368 -0.5343 -0.1329 -0.238
O -3.065620 -1.915774 17.304947 -1.0758 0.8120 0.0624 -0.199
O -3.531981 0.231172 18.184307 -0.6098 1.1069 0.0096 -0.167
O -9.930472 -5.047610 17.817181 -3.9782 1.2884 -0.1093 -0.196
O -6.536682 0.417294 21.169400 -1.5639 0.2229 -0.7753 -0.185
O -1.065153 -0.656689 18.239651 0.1890 0.6701 -0.0515 -0.218
O -4.612282 1.290726 23.156485 -0.4432 0.0255 -0.4302 -0.147
O -8.342234 -6.801456 18.402997 0.5621 -0.6104 0.0519 -0.163
O -7.561616 -4.770351 17.163963 -0.4761 0.3233 0.4435 -0.182
C -8.889333 -9.052622 17.799214 0.5815 0.1968 0.9995 -0.076
C -4.564732 2.253833 18.948680 -1.4171 -1.1625 -0.8633 -0.060
C -6.676463 -2.442094 17.676867 -0.6732 -0.1874 -1.3620 -0.050
C -7.380694 0.554280 25.167239 0.7649 1.1620 0.0629 -0.294
C -11.683044 -5.541256 19.543795 0.4335 0.5514 -0.5577 -0.065
C -7.700423 -3.337711 16.876012 0.3243 0.4351 0.8671 -0.218
C -4.062792 -2.182598 20.138687 0.3807 0.5498 -0.3042 -0.227
C -7.725049 -1.554406 23.586851 0.8258 0.0353 0.7056 -0.254
C -2.130057 -4.036528 17.095228 1.1589 -0.5704 -0.6786 -0.073
C -3.542646 0.793064 22.336619 0.6299 -0.9093 0.7424 -0.124
C -2.327665 -2.696260 16.385727 0.7112 -1.3038 0.8419 -0.249
C -7.885061 0.957846 20.925695 0.6058 -1.3628 0.1945 -0.099
C -10.983191 -4.439028 18.735104 1.0408 -0.9559 -0.1722 -0.177
C -4.026473 -2.981066 21.416207 0.3983 0.3373 0.5174 -0.065
C -8.751232 -7.652914 17.309821 -1.7292 1.0842 -0.0366 -0.266
C -3.262744 1.538974 18.740060 0.2551 0.1575 -1.0931 -0.251
H -8.698909 -3.006458 17.134627 -0.3906 -0.1286 -0.0176 0.092
H -2.794282 1.583143 22.207792 -0.0681 -0.2653 -0.1491 0.089
H -6.705623 -1.348524 17.376454 -0.4445 -1.2529 0.6032 0.103
H -5.122967 1.889443 19.821500 0.2539 0.3444 -0.1733 0.054
H -6.099644 1.090951 21.685147 0.5170 0.1728 0.5194 0.016
H -3.171729 -3.669334 21.459169 -0.1273 0.2848 -0.0768 0.088
H -7.880288 1.681908 20.111949 0.0927 0.1511 0.0455 0.067
H -4.828430 -1.375690 20.188323 0.2889 -0.7438 -0.2696 0.109
H -4.397368 3.300180 18.929133 0.1602 1.1058 0.5941 0.063
H -9.780566 -7.284132 16.989460 1.3465 -0.3978 0.0447 0.133
H -4.930316 -3.596949 21.422423 -0.0048 0.1387 0.1144 0.085
H -2.869218 -2.880052 15.454226 -0.3818 0.5481 0.2690 0.117
H -11.951253 -6.364488 18.852507 0.3908 0.1970 0.5923 0.086
H -8.215555 1.420633 21.870139 -0.3551 -0.1900 -0.5162 0.076
H -1.830016 -4.816715 16.374811 -0.0724 0.2133 0.2477 0.079
H -12.629937 -5.094900 19.840052 -0.0884 -0.0953 0.4559 0.071
H -8.316028 -2.216801 22.969051 -0.3089 -0.2054 0.1787 0.048
H -3.007395 -4.384917 17.614284 -0.6445 0.0679 -0.1195 0.063
H -7.108861 -0.938860 22.918235 -0.2202 0.0585 0.2116 0.024
H -7.909266 -9.469228 18.082599 -0.4712 -0.1298 -0.3176 0.092
H -5.742743 -2.768810 17.308097 1.4647 -0.2700 -0.2344 0.031
H -2.680547 2.106597 18.002618 -0.0110 -0.2964 -0.0006 0.126
H -4.024596 -2.332714 22.302546 0.0481 -0.2752 -0.1168 0.066
H -7.692598 1.174602 26.025639 -0.4244 -0.0300 -0.6607 0.055
H -7.627405 -3.323477 15.789896 0.3939 0.5382 0.0899 0.117
H -1.369320 -2.223885 16.145543 -0.1704 -0.0001 0.1123 0.116
H -9.426439 -9.607637 17.064301 0.0349 -0.7637 -0.6774 0.070
H -4.254747 -2.941782 19.377892 -0.0815 0.6540 -0.4821 0.096
H -7.031072 1.212601 24.308479 -0.2833 -0.9264 1.0875 0.059
H -7.062832 -2.102534 24.287597 -0.3473 0.0146 -0.5140 0.066
H -8.543705 0.098975 20.601866 0.7021 0.9259 0.6273 0.098
H -10.506728 -3.661272 19.359831 -0.1120 -0.5866 -0.3456 0.115
H -4.474129 1.033703 24.083680 0.0491 0.0699 -0.7331 0.087
H -9.523792 -9.055291 18.680115 -0.0198 0.0239 0.2521 0.081
H -3.123160 -0.057615 22.880553 0.5461 0.1936 -0.0809 0.083
H -5.252623 2.102095 18.056822 0.9313 -0.1562 0.8909 0.110
H -1.351347 -3.991046 17.859403 0.0960 0.2303 -0.0985 0.080
H -11.650125 -3.987137 18.031727 -0.4340 0.2506 -0.3572 0.103
H -8.034736 -7.548314 16.508331 0.1235 0.0585 -0.3024 0.117
H -6.586920 -0.041180 25.643637 0.0159 -0.1432 -0.6971 0.058
H -3.790687 0.310450 21.363674 -0.6786 0.9424 0.6199 0.059
H -6.663302 -2.637186 18.757467 -0.5804 0.2805 -0.3951 0.061
H -2.608676 1.427488 19.593614 -0.1455 0.1145 0.5570 0.101
H -11.079890 -5.841046 20.429822 -0.5248 -0.0290 -0.7653 0.094
```
Forces are in eV/Å.

The lowest LUMO level belongs to which entry? C27H44BrClFI3NO4PS

charge of number 2 (C16H44O11P2S)? 0

Number 1 is which compound? C27H44BrClFI3NO4PS